Here is C37H35AsCsN2O6S as an isolated structure in a non-equilibrium geometry from the Open Molecules 2025 dataset. Energies are from ωB97M-V/def2-TZVPD.

HOMO level	-4.262	eV
energy above the lowest of the compared OMol25 structures with the same formula, charge and spin	56.3	kJ/mol
net charge	-1

Each line ends with the Mulliken charge.
Atoms and positions in Å:
Cs1 0.52 0.35 0.71  1.7117
C1 -2.37 2.95 2.77  -2.2482
C2 -2.56 2.45 1.36  0.5718
C3 -3.30 1.29 1.12  1.7907
C4 -3.79 0.44 2.28  -2.6313
C5 -3.56 0.87 -0.19  0.6663
C6 -4.41 -0.35 -0.43  -2.3137
C7 -3.02 1.58 -1.26  1.6449
C8 -3.22 1.07 -2.68  -2.6470
C9 -2.27 2.74 -1.03  0.8406
C10 -1.75 3.56 -2.19  -2.2812
C11 -2.00 3.15 0.28  1.6148
C12 -1.06 4.31 0.53  -2.7576
H1 -1.51 2.48 3.27  0.4352
H2 -3.25 2.74 3.38  0.4841
H3 -2.21 4.03 2.79  0.4934
H4 -3.73 -0.62 2.04  0.4925
H5 -4.83 0.67 2.54  0.3656
H6 -3.18 0.60 3.17  0.3816
H7 -3.82 -1.27 -0.43  0.3547
H8 -4.93 -0.29 -1.39  0.5160
H9 -5.17 -0.46 0.34  0.4536
H10 -3.23 -0.01 -2.70  0.4837
H11 -2.41 1.40 -3.33  0.4423
H12 -4.16 1.43 -3.11  0.3708
H13 -0.77 3.21 -2.54  0.3404
H14 -1.64 4.61 -1.92  0.4727
H15 -2.44 3.52 -3.04  0.5148
H16 -1.58 5.27 0.52  0.3812
H17 -0.28 4.35 -0.23  0.4827
H18 -0.55 4.21 1.48  0.4101
S1 -0.52 -2.45 1.69  -0.2731
C13 0.44 -3.71 2.40  0.1487
C14 -0.08 -4.99 2.68  -0.5675
C15 0.70 -5.97 3.27  -0.4619
C16 2.03 -5.72 3.61  -0.7757
C17 2.56 -4.47 3.34  -0.3197
C18 1.79 -3.47 2.75  -0.4347
As1 2.50 -1.75 2.19  0.6366
C19 1.78 -0.55 3.57  -0.4152
C20 0.77 -0.92 4.45  -0.4340
C21 0.29 -0.01 5.38  -0.8013
C22 0.82 1.27 5.45  -0.4589
C23 1.84 1.64 4.58  -0.8804
C24 2.31 0.73 3.65  0.4728
C25 4.28 -1.92 3.05  -0.5015
C26 4.54 -1.62 4.39  0.2110
C27 5.82 -1.75 4.91  -0.7319
C28 6.87 -2.16 4.09  -0.4651
C29 6.63 -2.47 2.76  -0.7115
C30 5.34 -2.35 2.26  -0.3315
H19 -1.11 -5.19 2.41  0.3900
H20 0.27 -6.95 3.47  0.3330
H21 2.64 -6.48 4.07  0.3849
H22 3.60 -4.27 3.59  0.2889
H23 0.36 -1.92 4.41  0.3567
H24 -0.50 -0.31 6.06  0.3992
H25 0.44 1.98 6.18  0.3696
H26 2.27 2.63 4.64  0.4231
H27 3.12 1.03 2.98  0.4604
H28 3.74 -1.30 5.04  0.4229
H29 6.01 -1.52 5.95  0.3981
H30 7.88 -2.25 4.50  0.3712
H31 7.44 -2.79 2.12  0.4636
H32 5.15 -2.62 1.22  0.5162
O1 3.96 3.00 0.21  -0.7721
C31 3.32 2.01 -0.16  0.0730
O2 2.07 1.87 -0.29  -0.7611
C32 4.13 0.75 -0.50  -0.0843
C33 5.52 0.79 -0.48  -0.6940
C34 6.23 -0.35 -0.81  0.0215
C35 5.61 -1.53 -1.16  -0.1800
C36 4.24 -1.55 -1.16  -0.6043
C37 3.49 -0.44 -0.83  0.0286
N1 3.55 -2.81 -1.50  1.1981
O3 2.37 -2.89 -1.25  -0.5770
O4 4.22 -3.71 -1.97  -0.6770
N2 7.71 -0.32 -0.77  1.0794
O5 8.30 -1.36 -0.96  -0.6409
O6 8.24 0.74 -0.53  -0.6316
H33 6.02 1.70 -0.20  0.6231
H34 6.19 -2.41 -1.43  0.5573
H35 2.41 -0.46 -0.89  0.7213

---

Here is C37H35ClCsN7O2SSi as an isolated structure in a non-equilibrium geometry from the Open Molecules 2025 dataset. Energies are from ωB97M-V/def2-TZVPD.

HOMO level	-1.866	eV
energy above the lowest of the compared OMol25 structures with the same formula, charge and spin	188.7	kJ/mol
net charge	-2

Each line ends with the Mulliken charge.
Atoms and positions in Å:
Cs1 -0.31 -0.57 -1.10  1.0183
O1 0.18 -2.99 -1.42  -0.7359
C1 -0.61 -3.65 -2.15  0.2844
C2 -1.08 -4.95 -1.76  -0.4659
C3 -1.98 -5.68 -2.50  -0.5146
C4 -2.51 -5.17 -3.69  -0.6639
C5 -2.08 -3.92 -4.10  -0.5756
C6 -1.15 -3.16 -3.40  0.7633
C7 -0.80 -1.85 -3.98  -0.1981
N1 0.23 -1.17 -3.66  -0.2715
N2 0.43 0.06 -4.31  -0.8450
C8 -0.12 1.12 -3.76  0.3314
O2 -0.86 1.22 -2.74  -0.9363
C9 0.25 2.40 -4.47  0.2942
C10 0.33 3.58 -3.74  -0.4477
C11 0.67 4.77 -4.35  -0.5157
C12 0.92 4.81 -5.72  -0.3219
C13 0.83 3.64 -6.46  -0.5318
C14 0.50 2.44 -5.84  -0.2754
H1 -0.70 -5.33 -0.81  0.4502
H2 -2.30 -6.65 -2.14  0.3417
H3 -3.23 -5.73 -4.27  0.3499
H4 -2.49 -3.50 -5.02  0.3096
H5 -1.48 -1.45 -4.74  0.1719
H6 0.11 3.53 -2.68  0.5349
H7 0.74 5.68 -3.76  0.3600
H8 1.18 5.75 -6.20  0.3442
H9 1.01 3.66 -7.53  0.3434
H10 0.45 1.52 -6.40  0.4133
C15 -3.22 0.85 6.80  -1.0072
Si1 -4.19 -0.22 5.61  0.1217
C16 -3.72 -2.03 5.80  -0.9831
C17 -5.98 -0.12 6.26  -1.1705
C18 -4.24 0.37 3.85  0.3139
C19 -5.42 0.75 3.23  0.0109
C20 -5.41 1.19 1.91  -0.7956
C21 -4.19 1.22 1.26  -0.3452
N3 -3.03 0.86 1.81  -0.2395
C22 -3.03 0.41 3.09  -0.0538
S1 -1.56 -0.13 3.81  -0.4905
H11 -3.55 0.66 7.83  0.2909
H12 -3.38 1.91 6.58  0.3246
H13 -2.15 0.66 6.72  0.2803
H14 -3.88 -2.35 6.83  0.2936
H15 -2.67 -2.18 5.53  0.2909
H16 -4.34 -2.64 5.15  0.3145
H17 -6.01 -0.45 7.30  0.2785
H18 -6.66 -0.76 5.69  0.2904
H19 -6.36 0.90 6.21  0.2937
H20 -6.35 0.72 3.78  0.2703
H21 -6.32 1.49 1.40  0.3705
H22 -4.13 1.56 0.23  0.4073
N4 3.05 3.67 1.79  -0.1197
C23 3.71 2.73 1.01  0.5415
C24 4.92 3.09 0.40  -0.5284
C25 5.58 2.14 -0.34  -0.5070
C26 5.04 0.87 -0.47  -0.5663
C27 3.84 0.61 0.18  -0.5179
N5 3.21 1.51 0.93  -0.2402
C28 1.69 3.73 2.13  0.3901
C29 1.29 4.70 3.05  -0.4828
C30 -0.05 4.75 3.40  -0.5651
C31 -0.93 3.84 2.85  -0.4997
C32 -0.43 2.93 1.92  -0.4045
N6 0.85 2.89 1.56  -0.0443
H23 3.57 4.51 1.98  0.1876
H24 5.31 4.10 0.49  0.2878
H25 6.52 2.39 -0.83  0.3624
H26 5.50 0.10 -1.08  0.3995
H27 3.36 -0.36 0.11  0.7903
H28 2.01 5.38 3.49  0.3167
H29 -0.39 5.48 4.13  0.3524
H30 -1.97 3.81 3.12  0.4516
H31 -1.08 2.19 1.47  0.4529
Cl1 1.66 -5.78 1.95  -0.2733
C33 2.23 -4.84 0.59  0.3769
C34 2.25 -5.39 -0.67  -0.2242
C35 2.68 -4.59 -1.71  -0.6656
C36 3.07 -3.29 -1.43  -0.0587
N7 3.07 -2.77 -0.21  -0.3513
C37 2.63 -3.53 0.79  -0.4220
H32 1.90 -6.40 -0.84  0.3943
H33 2.66 -4.95 -2.73  0.3348
H34 3.38 -2.63 -2.24  0.3535
H35 2.59 -3.08 1.77  0.4007